[1]
# C25H37N5O3S

A 3-piece molecular cluster, C25H37N5O3S overall (ωB97M-V/def2-TZVPD, the OMol25 dataset).

Atoms and positions in Å:
N: 1.7495 -4.1061 3.0486
C: 2.8381 -3.1898 2.6794
C: 2.5771 -1.7218 3.0447
C: 1.6581 -1.0672 1.9981
C: 0.7288 0.0071 2.5977
C: 0.2866 1.0290 1.5809
C: -0.7093 0.7653 0.6267
C: -1.3595 -0.5898 0.4924
C: -0.9861 -1.3863 -0.8089
C: -0.0461 -0.6829 -1.7414
N: 1.3568 -0.9667 -1.6281
O: -0.4596 0.0588 -2.5838
C: -1.1415 1.7981 -0.2113
C: -0.5792 3.0604 -0.1863
C: 0.4368 3.3208 0.7232
C: 0.8446 2.3156 1.6073
S: 2.1121 2.7748 2.7767
C: 3.1261 3.7344 1.6794
C: 4.5125 3.6656 1.7177
C: 5.2627 4.4544 0.8519
C: 4.5996 5.2823 -0.0545
C: 3.2152 5.3407 -0.1063
C: 2.4614 4.5663 0.7743
N: 1.0514 4.5930 0.7821
H: 0.8657 -3.7305 2.7247
H: 1.6871 -4.1436 4.0597
H: 3.7601 -3.5446 3.1310
H: 2.9481 -3.2627 1.5987
H: 3.5389 -1.2137 2.9927
H: 2.1668 -1.6511 4.0483
H: 2.2874 -0.5694 1.2732
H: 1.0539 -1.8244 1.5058
H: -0.1380 -0.4425 3.0789
H: 1.2969 0.4907 3.3831
H: -2.4393 -0.5212 0.5532
H: -1.0162 -1.1849 1.3291
H: -0.5629 -2.3487 -0.5454
H: -1.8964 -1.5310 -1.3798
H: 1.8401 -0.0850 -1.4833
H: 1.6657 -1.2849 -2.5415
H: -1.9176 1.5717 -0.9290
H: -0.9231 3.8229 -0.8686
H: 4.9705 3.0047 2.4364
H: 6.3377 4.4002 0.8790
H: 5.1881 5.8758 -0.7375
H: 2.7119 5.9758 -0.8196
H: 0.7263 5.1898 0.0344
C: -0.5444 -4.7616 -5.2287
O: -0.0217 -5.8449 -5.0622
N: 0.1223 -3.5910 -5.2807
C: -0.5496 -2.3223 -5.4822
C: 1.5667 -3.6120 -5.1271
H: -1.6347 -4.6443 -5.3544
H: -0.1845 -1.8419 -6.3925
H: -0.3694 -1.6528 -4.6384
H: -1.6221 -2.4784 -5.5751
H: 2.0203 -4.2239 -5.9072
H: 1.8370 -4.0426 -4.1617
H: 1.9514 -2.5968 -5.1948
C: -5.7562 -0.7660 0.8178
O: -5.7455 -1.8984 1.2564
N: -5.8458 0.3488 1.5690
C: -5.8426 1.6757 0.9867
C: -5.9469 0.2050 3.0120
H: -5.6806 -0.5537 -0.2636
H: -4.9966 2.2537 1.3649
H: -6.7671 2.2010 1.2348
H: -5.7611 1.6043 -0.0959
H: -5.0739 -0.3213 3.3992
H: -6.8332 -0.3747 3.2706
H: -6.0098 1.1887 3.4697

For the HOMO-LUMO gap, the calculation gives 8.3731 eV. Its LUMO energy is 0.44 eV. Its SMILES is NCCCCc1c(CCC(N)=O)ccc2c1Sc1ccccc1N2.CN(C)C=O.CN(C)C=O. The spin multiplicity is 1. For the HOMO energy, the calculation gives -7.936 eV.

***

[2]
# C25H37N5P2Zr

C25H37N5P2Zr as an isolated structure (ωB97M-V/def2-TZVPD, the OMol25 dataset).

Atoms and positions in Å:
C: 1.7171 -3.0580 -3.5799
C: 1.6549 -1.9091 -2.8064
C: 0.5700 -1.0300 -2.9663
C: -0.5508 -1.3825 -3.7140
C: -0.4745 -2.5330 -4.5490
C: 0.6692 -3.3375 -4.4662
C: -1.7291 -0.5068 -3.4116
C: -1.3960 0.9380 -3.4973
C: -0.2394 1.2558 -2.7854
C: 0.1331 2.5931 -2.5385
C: -0.6527 3.6051 -3.0738
C: -1.7791 3.2892 -3.8368
C: -2.1652 1.9778 -4.0620
H: 2.5946 -3.7231 -3.4909
H: -1.2974 -2.7675 -5.2504
H: 0.7264 -4.2457 -5.0638
H: -2.5142 -0.7365 -4.1286
H: -0.3473 4.6517 -2.9022
H: -2.3882 4.1060 -4.2223
H: -3.0415 1.7229 -4.6840
N: 0.5332 0.1679 -2.2127
Zr: -0.1359 -0.0699 -0.3024
C: 2.6165 -1.6656 -1.6409
H: 3.0352 -0.6486 -1.6557
H: 3.4491 -2.3935 -1.7216
C: 1.3017 2.8690 -1.6069
H: 2.2295 2.3635 -1.9225
H: 1.4788 3.9561 -1.5607
P: 1.7138 -2.0050 -0.1067
P: 0.8234 2.2414 0.0732
C: -0.3441 3.5943 0.5693
H: -0.7052 3.4146 1.5870
H: 0.1381 4.5881 0.5414
H: -1.2047 3.6155 -0.1111
C: 2.3195 2.6745 1.0489
H: 2.5740 3.7494 0.9863
H: 2.1436 2.4322 2.1140
H: 3.1672 2.0883 0.6902
C: 1.7208 -3.8313 -0.0663
H: 2.7483 -4.2170 -0.0928
H: 1.2305 -4.1671 0.8611
H: 1.1635 -4.2169 -0.9332
C: 2.8354 -1.5701 1.2681
H: 2.3285 -1.7449 2.2366
H: 3.7383 -2.1848 1.2258
H: 3.1227 -0.5058 1.1993
H: -2.0123 -0.6645 -2.3956
H: -0.0412 -1.9636 0.0206
C: -0.8335 -1.6041 2.6863
N: -0.8711 -0.2152 2.0567
C: -0.0810 0.6878 2.9566
N: -0.6094 0.7157 4.3203
C: -0.5505 -0.6629 4.8751
N: -1.3629 -1.5988 4.0594
C: -2.7570 -1.1203 4.0422
N: -2.8636 0.2534 3.4803
C: -2.3281 0.2301 2.0965
C: -2.0337 1.1321 4.3245
H: 0.1972 -1.9551 2.7079
H: -1.4577 -2.2906 2.0765
H: -0.1301 1.7282 2.5505
H: 0.9506 0.3553 2.9788
H: -0.9511 -0.6354 5.9129
H: 0.4921 -0.9950 4.8865
H: -3.3515 -1.8000 3.4123
H: -3.1371 -1.1018 5.0716
H: -2.3779 1.2574 1.6773
H: -2.9241 -0.4728 1.4990
H: -2.4007 1.1113 5.3545
H: -2.0772 2.1643 3.9109

For the HOMO-LUMO gap (spin up / spin down), the calculation gives 6.4428 / 6.4422 eV. Its LUMO energy (spin up / spin down) is -7.15 / -7.15 eV. The spin multiplicity is 1. For the HOMO energy (spin up / spin down), the calculation gives -13.588 / -13.588 eV. The total charge is +2.

***

[3]
# C25H38AsN7O2Si2V

C25H38AsN7O2Si2V as an isolated structure (ωB97M-V/def2-TZVPD, the OMol25 dataset).

Atoms and positions in Å:
V: -0.3428 -0.0462 0.1270
N: 0.5887 4.5332 0.5658
C: -0.1864 3.6225 -0.0484
N: 0.1074 2.4320 0.3962
C: 1.0944 2.6569 1.2988
N: 1.4288 3.9301 1.4411
C: 1.6453 1.5039 1.9842
C: 2.6096 1.6144 2.9781
N: 3.0820 0.5771 3.6498
C: 2.5407 -0.6021 3.2861
C: 1.5923 -0.7474 2.3059
N: 1.1062 0.3124 1.6071
H: 0.6336 5.5255 0.4283
H: -0.9108 3.8605 -0.8104
H: 3.0018 2.5943 3.2287
H: 2.9034 -1.4834 3.8027
H: 1.1894 -1.7063 2.0209
C: -3.3698 1.9849 2.7422
C: -4.5874 1.7712 2.0467
C: -4.5713 1.1029 0.8587
C: -3.3452 0.6224 0.3118
N: -2.1634 0.8705 0.9884
C: -2.2160 1.5074 2.1510
C: -3.2514 -0.1187 -0.8923
C: -4.3611 -0.4782 -1.7082
C: -4.1590 -1.2384 -2.8294
C: -2.8628 -1.6560 -3.1720
C: -1.8244 -1.2491 -2.3477
N: -1.9957 -0.5061 -1.2667
H: -3.3311 2.4910 3.6968
H: -5.5264 2.1281 2.4566
H: -5.4990 0.9273 0.3301
H: -1.2578 1.6455 2.6443
H: -5.3618 -0.1652 -1.4421
H: -5.0057 -1.5198 -3.4478
H: -2.6684 -2.2688 -4.0412
H: -0.7934 -1.5235 -2.5499
C: 3.2141 -4.9004 -2.9035
Si: 2.3354 -4.3514 -1.3020
C: 0.5851 -5.0709 -1.4119
C: 3.1913 -5.3794 0.0576
As: 2.1410 -2.0899 -0.9478
Si: 4.3296 -1.4915 -1.2990
C: 4.6267 0.1429 -0.3824
C: 4.8276 -1.1582 -3.1072
C: 5.6910 -2.6660 -0.6655
H: 3.1838 -5.9902 -3.0252
H: 4.2621 -4.5886 -2.8989
H: 2.7338 -4.4366 -3.7682
H: 0.5943 -6.1631 -1.5015
H: 0.0580 -4.6536 -2.2733
H: 0.0173 -4.7943 -0.5201
H: 3.1768 -6.4510 -0.1785
H: 2.6805 -5.2252 1.0112
H: 4.2302 -5.0669 0.1842
H: 3.8791 0.8795 -0.6885
H: 5.6241 0.5555 -0.5727
H: 4.5125 -0.0119 0.6942
H: 4.1725 -0.4002 -3.5436
H: 4.7176 -2.0698 -3.7011
H: 5.8657 -0.8122 -3.1876
H: 5.5528 -2.8608 0.4006
H: 6.6842 -2.2261 -0.8153
H: 5.6634 -3.6259 -1.1877
O: -0.6360 -1.4382 0.8615
C: 0.5922 0.6149 -3.9830
C: 0.6026 1.4803 -2.7124
C: 1.9232 2.2724 -2.6648
O: 0.4338 0.7564 -1.5835
H: 0.8153 1.2075 -4.8789
H: -0.3825 0.1443 -4.1166
H: 1.3411 -0.1744 -3.8715
H: -0.2105 2.2421 -2.8503
H: 2.7575 1.5678 -2.6110
H: 1.9587 2.8963 -1.7677
H: 2.0543 2.9123 -3.5465

For the HOMO-LUMO gap (spin up / spin down), the calculation gives 4.2967 / 4.7940 eV. Its LUMO energy (spin up / spin down) is 4.51 / 4.50 eV. The spin multiplicity is 2. For the HOMO energy (spin up / spin down), the calculation gives 0.215 / -0.294 eV. The total charge is -2.

***

[4]
# C25H38BrCl24N5O5P

A 9-piece molecular cluster, C25H38BrCl24N5O5P overall (ωB97M-V/def2-TZVPD, the OMol25 dataset).

Atoms and positions in Å:
C: 6.6787 0.4071 0.5919
C: 5.4655 0.3599 -0.2176
C: 4.2048 -0.5145 0.2377
O: 4.4485 -1.7160 0.5167
O: 2.8942 0.0351 0.3146
C: 1.9307 -1.0680 0.2297
C: 0.3980 -0.5398 0.2248
C: -0.4924 -1.2629 -0.9089
C: -2.0407 -1.3132 -0.5181
C: -2.6479 0.1623 -0.6582
C: -4.1880 0.2074 -1.0734
N: -5.0885 0.9888 -0.2114
C: -5.3001 2.3489 0.1332
N: -4.5730 3.4072 -0.2827
C: -5.0948 4.7239 0.2629
C: -4.6759 4.9386 1.8084
C: -3.7678 3.9057 2.6145
N: -5.0877 5.9854 2.4602
P: -3.1506 3.5005 -1.2550
O: -2.7743 4.9355 -1.6879
O: -1.8398 3.1176 -0.2184
O: -3.1269 2.6785 -2.7195
N: -6.4328 2.4683 1.0231
C: -6.9222 1.1696 1.2888
N: -6.0489 0.3496 0.5152
C: -6.3692 -1.0897 0.6613
Br: -7.1449 -1.8953 -1.0132
C: -5.1440 -1.9757 1.2348
C: -5.8229 -3.3410 1.7925
H: 6.8399 1.2629 1.3349
H: 7.4910 -0.3792 0.5531
H: 5.4913 0.9410 -1.1929
H: 2.0298 -1.6882 1.1846
H: 2.1908 -1.6603 -0.7039
H: 0.4344 0.5839 0.0431
H: -0.0198 -0.6940 1.2676
H: -0.3957 -0.6276 -1.8560
H: -0.0744 -2.3131 -1.0942
H: -2.6325 -2.1144 -1.0636
H: -2.0905 -1.5733 0.5957
H: -1.9797 0.7397 -1.3751
H: -2.5401 0.6846 0.3549
H: -4.3751 0.5524 -2.1507
H: -4.4596 -0.9046 -1.1596
H: -4.6708 5.6232 -0.2740
H: -6.2268 4.8167 0.1179
H: -4.4305 3.2800 3.3102
H: -3.2623 3.1670 1.9204
H: -3.0043 4.4281 3.2706
H: -5.6655 6.5870 1.8503
H: -1.0406 3.3607 -0.7441
H: -4.0379 2.5580 -3.0715
H: -7.7718 0.7997 1.9317
H: -7.1972 -1.2206 1.4374
H: -4.6661 -1.4690 2.1251
H: -4.4257 -2.3052 0.4287
H: -6.8141 -3.5713 1.2984
H: -5.1353 -4.2346 1.7092
H: -6.0412 -3.1887 2.9049
C: 1.5065 -0.2915 -4.4829
Cl: 2.7904 0.4799 -3.5548
Cl: 1.5180 -2.0411 -4.2255
Cl: -0.0516 0.3980 -4.0257
H: 1.6753 -0.1002 -5.5398
C: -8.6720 7.1396 3.7901
Cl: -7.7149 8.3503 2.9256
Cl: -10.3856 7.5771 3.7835
Cl: -8.4378 5.5351 3.0772
H: -8.3313 7.1080 4.8220
C: 5.8005 -1.8207 -3.7528
Cl: 6.0407 -2.6493 -5.2974
Cl: 5.9633 -2.9441 -2.4066
Cl: 6.9401 -0.4817 -3.5800
H: 4.7935 -1.4173 -3.7324
C: -4.8803 10.9018 2.1708
Cl: -3.5716 11.6667 3.0805
Cl: -4.8737 9.1496 2.4260
Cl: -6.4426 11.5928 2.6293
H: -4.7191 11.0939 1.1130
C: 7.4453 -5.6106 -7.7791
Cl: 8.7716 -6.5460 -7.0772
Cl: 7.9853 -4.7580 -9.2316
Cl: 6.0705 -6.6607 -8.1489
H: 7.1240 -4.8714 -7.0481
C: 6.0801 -5.0899 0.6871
Cl: 5.1277 -6.4673 1.2583
Cl: 7.2144 -4.5589 1.9357
Cl: 6.9445 -5.5049 -0.8004
H: 5.3997 -4.2682 0.4713
C: 8.1045 -7.3339 4.5680
Cl: 7.1487 -8.7089 5.1386
Cl: 9.2386 -6.8037 5.8181
Cl: 8.9670 -7.7487 3.0816
H: 7.4259 -6.5123 4.3509
C: 12.4726 -6.0443 1.2027
Cl: 13.4610 -4.8585 0.3387
Cl: 10.7626 -5.5983 1.1340
Cl: 12.7196 -7.6638 0.5360
H: 12.7820 -6.0529 2.2448

For the HOMO-LUMO gap, the calculation gives 5.5392 eV. Its LUMO energy is -3.98 eV. The spin multiplicity is 1. For the HOMO energy, the calculation gives -9.517 eV. The total charge is +1.

***

[5]
# C25H38BrF2N8O2

A 6-piece molecular cluster, C25H38BrF2N8O2 overall (ωB97M-V/def2-TZVPD, the OMol25 dataset).

Atoms and positions in Å:
O: 3.4043 -0.1272 1.4044
C: 2.8350 0.7689 1.9139
F: 2.2794 0.6292 3.1037
N: 2.5980 2.0844 1.3725
C: 3.6323 2.5151 0.5017
O: 4.7758 2.2464 0.6174
F: 3.2254 3.3300 -0.4683
N: 1.3210 2.0964 0.7861
C: 0.9404 1.3749 -0.3318
C: -0.3683 1.6973 -0.4602
N: -0.6782 2.5716 0.5406
C: 0.3427 2.8124 1.3341
Br: 0.4378 3.8807 2.8512
H: 1.5700 0.7042 -0.9407
H: -1.0524 1.3321 -1.2138
H: -1.5969 2.9822 0.6644
C: 3.3420 -3.9597 -2.8162
C: 4.3227 -3.2915 -1.8587
C: 3.6544 -2.2834 -0.9162
C: 3.0972 -1.1413 -1.6363
N: 2.6492 -0.2472 -2.2049
H: 2.8820 -3.2336 -3.4895
H: 3.8554 -4.6975 -3.4297
H: 2.5481 -4.4716 -2.2696
H: 5.1109 -2.8007 -2.4326
H: 4.8034 -4.0612 -1.2527
H: 4.3892 -1.9180 -0.1992
H: 2.8661 -2.7726 -0.3399
C: -0.7475 -5.1200 -2.2189
C: -1.3526 -5.6052 -3.5309
C: -0.6235 -6.8168 -4.1188
C: 0.7505 -6.5050 -4.5133
N: 1.8270 -6.2598 -4.8258
H: 0.2770 -4.7723 -2.3586
H: -1.3288 -4.2874 -1.8200
H: -0.7413 -5.9163 -1.4715
H: -1.3569 -4.7856 -4.2521
H: -2.3944 -5.8811 -3.3563
H: -1.1663 -7.1688 -4.9978
H: -0.6198 -7.6385 -3.4002
C: 1.4353 -0.9588 6.3254
C: 0.6027 -2.2350 6.3253
C: -0.4443 -2.2630 5.2078
C: -1.4620 -1.2245 5.3653
N: -2.2524 -0.4009 5.4820
H: 0.8174 -0.0795 6.5168
H: 2.1961 -1.0044 7.1043
H: 1.9404 -0.8225 5.3666
H: 0.1207 -2.3514 7.2974
H: 1.2666 -3.0918 6.1960
H: -0.9368 -3.2372 5.2017
H: 0.0430 -2.1490 4.2371
C: -5.0640 1.3934 -0.1932
C: -5.6327 0.7934 -1.4742
C: -4.9066 -0.4821 -1.9140
C: -3.5154 -0.2266 -2.2821
N: -2.4221 -0.0260 -2.5698
H: -4.0258 1.7094 -0.3292
H: -5.6404 2.2696 0.1022
H: -5.0993 0.6745 0.6275
H: -5.5956 1.5385 -2.2709
H: -6.6843 0.5533 -1.3125
H: -5.4222 -0.9114 -2.7750
H: -4.9434 -1.2296 -1.1193
C: -0.5524 8.5892 -0.9613
C: 0.3996 7.6682 -0.2069
C: -0.1427 6.2436 -0.0520
C: -1.3479 6.1957 0.7806
N: -2.2991 6.1676 1.4228
H: -1.4929 8.7189 -0.4233
H: -0.1038 9.5740 -1.0849
H: -0.7767 8.1936 -1.9537
H: 0.6157 8.0948 0.7745
H: 1.3464 7.6201 -0.7481
H: 0.6263 5.6167 0.4060
H: -0.3576 5.8159 -1.0342

For the HOMO-LUMO gap, the calculation gives 9.8505 eV. Its LUMO energy is -3.36 eV. The spin multiplicity is 1. For the HOMO energy, the calculation gives -13.215 eV. The total charge is +1.

***

[6]
# C25H38CrN2Si3

C25H38CrN2Si3 as an isolated structure (ωB97M-V/def2-TZVPD, the OMol25 dataset).

Atoms and positions in Å:
Cr: -0.2953 0.0635 0.3661
C: 3.6507 0.2058 1.4773
Si: 2.2521 0.5973 0.1707
C: 2.9403 -0.2560 -1.4489
C: 2.6584 2.4255 -0.1658
C: 3.9339 2.8927 -0.4550
C: 4.2291 4.2400 -0.4411
C: 3.2068 5.1741 -0.2219
C: 1.9088 4.7326 0.0075
C: 1.6131 3.3738 0.0436
Si: -0.0867 2.6010 0.1682
C: -0.9504 3.4733 1.6840
C: -1.0586 3.5548 -1.2942
H: 4.4107 1.0182 1.4171
H: 4.1748 -0.7329 1.2502
H: 3.2903 0.0980 2.5118
H: 3.9903 0.0604 -1.5510
H: 2.4287 0.0454 -2.3465
H: 2.8832 -1.3424 -1.3798
H: 4.7316 2.1865 -0.6445
H: 5.2616 4.5642 -0.6393
H: 3.4026 6.2457 -0.1921
H: 1.1135 5.4568 0.1700
H: -0.7305 4.5456 1.6536
H: -0.6668 3.0865 2.6773
H: -2.0415 3.3121 1.6072
H: -1.0302 4.6040 -0.9982
H: -2.0795 3.2076 -1.3782
H: -0.5903 3.4960 -2.2796
C: -3.1318 -0.1257 2.1900
C: -3.4269 0.2784 0.7972
C: -4.6652 0.6263 0.3031
C: -4.5039 0.8639 -1.0765
C: -3.1653 0.6634 -1.3311
C: -2.4992 0.7964 -2.6566
N: -2.4817 0.2726 -0.1920
H: -3.9740 0.0656 2.8766
H: -2.2889 0.4516 2.5916
H: -2.8798 -1.1576 2.2548
H: -5.5626 0.7035 0.8878
H: -5.2583 1.1847 -1.8029
H: -3.1555 1.3429 -3.3366
H: -2.3389 -0.1610 -3.1347
H: -1.5234 1.2839 -2.6170
C: -0.5209 -2.2819 3.2954
Si: 0.2548 -2.9310 1.6786
C: -0.0098 -4.8437 1.7408
C: 2.0915 -2.7176 2.0940
N: -0.2935 -2.1039 0.3033
C: -0.4740 -2.6111 -0.9622
C: -1.0095 -3.9068 -1.2183
C: -1.2633 -4.3446 -2.5113
C: -0.9899 -3.5270 -3.6111
C: -0.4403 -2.2847 -3.4008
C: -0.1762 -1.8432 -2.1143
H: 0.0191 -2.7577 4.1490
H: -1.5733 -2.6013 3.4042
H: -0.5251 -1.2082 3.4680
H: 0.4671 -5.1735 2.6741
H: 0.5420 -5.3311 0.9216
H: -1.0498 -5.2181 1.7146
H: 2.2421 -3.4268 2.9334
H: 2.3847 -1.7387 2.4295
H: 2.7852 -2.9987 1.2808
H: -1.3010 -4.5009 -0.3437
H: -1.7409 -5.3158 -2.6792
H: -1.1663 -3.8784 -4.6208
H: -0.2069 -1.6203 -4.2160
H: 0.2589 -0.8543 -1.9315

For the HOMO-LUMO gap (spin up / spin down), the calculation gives 5.9590 / 5.2556 eV. Its LUMO energy (spin up / spin down) is 4.97 / 4.97 eV. The spin multiplicity is 5. For the HOMO energy (spin up / spin down), the calculation gives -0.987 / -0.286 eV. The total charge is -2.